1.
Below is C36H39F2N7O3Zr as an isolated structure, with properties calculated with ωB97M-V/def2-TZVPD.

- E_HOMO (eV) = -12.4
- relative energy (zero: lowest compared OMol25 entry of this formula, charge and spin) (kJ/mol) = 15.6
- gap between HOMO and LUMO (eV) = 6.9254
- electronic energy (eV) = -61243.284
- spin multiplicity = 1
- net charge = +2

```
88
Properties=species:S:1:pos:R:3:forces:R:3
Zr -1.4746 1.7071 0.0779 0.167 0.008 -0.029
C -0.2857 5.0123 2.6996 -0.017 -0.009 0.001
C 0.5797 3.9826 1.9708 0.052 0.003 -0.014
C 0.0371 2.5650 2.1953 -0.137 -0.064 0.058
C 0.8682 4.3582 0.5223 0.007 0.032 0.016
C 2.1476 4.8110 0.2170 0.001 -0.004 -0.018
C 2.4814 5.1940 -1.0718 -0.001 -0.021 0.011
C 1.5273 5.1428 -2.0723 -0.009 0.003 -0.001
C 0.2336 4.6980 -1.8161 -0.001 -0.017 -0.040
C -0.7738 4.6232 -2.9488 -0.009 0.007 0.003
C -0.4147 3.5004 -3.9274 0.006 -0.006 0.006
C -0.8897 5.9567 -3.6907 -0.004 0.005 -0.007
C -0.0739 4.2985 -0.5127 0.002 -0.053 0.084
N -1.3676 3.7236 -0.2189 -0.021 0.152 -0.030
C -2.4052 4.6387 0.0449 0.034 -0.003 0.031
C -2.4089 6.0031 -0.2212 0.001 0.039 0.000
C -3.5229 6.7615 0.1191 -0.013 -0.013 0.019
C -4.6322 6.1913 0.7297 0.017 -0.017 -0.003
C -4.6454 4.8294 1.0212 -0.006 0.041 0.013
C -3.5276 4.1322 0.6634 -0.002 -0.042 -0.047
F -3.4214 2.7558 0.9179 -0.035 0.043 -0.014
H -0.3377 4.7844 3.7658 -0.002 0.001 0.000
H -1.3033 5.0328 2.3072 0.003 0.001 0.003
H 0.1349 6.0107 2.5870 0.003 0.001 0.000
H 1.5574 3.9857 2.4587 -0.003 -0.002 -0.001
H -1.0753 2.5426 2.1839 -0.012 0.075 0.014
H 0.2497 2.2005 3.2013 0.049 0.015 -0.010
H 0.4978 1.8241 1.5254 0.010 0.019 -0.027
H 2.8955 4.8581 0.9996 -0.004 -0.001 0.004
H 3.4884 5.5152 -1.2989 0.000 0.007 -0.006
H 1.7990 5.4378 -3.0778 0.002 0.001 0.003
H -1.7527 4.3944 -2.5232 -0.006 0.003 0.004
H 0.5758 3.6652 -4.3568 0.003 0.000 -0.002
H -1.1333 3.4688 -4.7474 0.000 0.001 -0.001
H -0.4142 2.5254 -3.4381 -0.007 0.011 -0.014
H 0.0355 6.2033 -4.2130 -0.001 -0.003 -0.002
H -1.1197 6.7812 -3.0147 -0.003 -0.004 0.011
H -1.6824 5.9018 -4.4375 0.002 -0.003 0.002
H -1.5439 6.4652 -0.6763 0.008 -0.006 -0.007
H -3.5200 7.8218 -0.0934 0.002 -0.001 -0.004
H -5.4870 6.8002 0.9866 -0.004 -0.002 -0.001
H -5.4816 4.3437 1.5035 0.003 -0.007 0.001
C -2.9091 -6.0536 0.3230 -0.006 0.006 0.014
C -2.3049 -5.2778 -0.8348 -0.002 0.000 -0.016
N -1.7630 -3.9704 -0.4157 0.015 0.019 0.022
C -2.5091 -2.8707 -0.6337 0.009 -0.020 0.000
C -2.1275 -1.6378 -0.2174 -0.039 -0.005 -0.024
C -2.7589 -0.3007 -0.3866 0.049 0.024 0.055
O -3.1491 0.2811 0.6570 0.002 -0.017 0.000
O -2.4285 0.4131 -1.3900 -0.072 -0.121 -0.077
C -0.8961 -1.4357 0.4718 0.014 -0.018 -0.001
O -0.5260 -0.2841 0.8500 -0.004 -0.035 -0.015
C -0.0898 -2.6122 0.6732 0.003 0.024 0.019
C 1.1617 -2.5022 1.3049 0.026 -0.003 0.006
C 1.9204 -3.6110 1.4832 -0.042 0.006 -0.032
F 3.0996 -3.5196 2.1152 0.006 -0.001 0.019
C 1.5026 -4.8874 1.0397 0.155 -0.070 0.139
C 0.2748 -4.9989 0.4275 -0.028 -0.008 -0.007
C -0.5417 -3.8648 0.2316 -0.031 -0.031 -0.008
N 2.3599 -5.9846 1.2979 -0.082 0.099 -0.194
C 1.7892 -7.3135 1.1935 -0.002 0.044 0.024
C 2.7027 -8.3149 1.8764 0.012 -0.025 0.004
N 4.0778 -8.2605 1.2640 -0.032 0.049 0.013
C 4.6360 -6.8598 1.2968 0.024 -0.016 0.001
C 3.6601 -5.9161 0.6280 -0.043 -0.021 0.068
H -3.2950 -7.0070 -0.0355 0.002 -0.002 -0.002
H -3.7370 -5.5001 0.7656 0.001 -0.003 0.001
H -2.1799 -6.2508 1.1090 0.002 0.001 -0.005
H -3.0606 -5.0707 -1.5895 0.005 -0.004 -0.004
H -1.5146 -5.8305 -1.3406 -0.002 -0.004 -0.001
H -3.4386 -3.0302 -1.1630 0.000 0.003 0.000
H 1.5037 -1.5383 1.6553 -0.005 0.003 -0.003
H -0.0633 -5.9633 0.0851 0.016 -0.019 -0.001
H 1.6108 -7.6168 0.1489 0.014 -0.016 -0.004
H 0.8340 -7.3450 1.7176 -0.011 0.003 -0.021
H 2.3307 -9.3325 1.7759 0.006 -0.002 -0.001
H 2.8237 -8.0709 2.9303 0.005 -0.001 -0.003
H 4.0358 -8.5865 0.2952 -0.005 0.006 0.000
H 4.7038 -8.8993 1.7576 0.000 0.003 0.001
H 5.5995 -6.8704 0.7916 -0.001 -0.009 0.002
H 4.7716 -6.6022 2.3457 0.001 0.000 0.000
H 3.5648 -6.1580 -0.4419 0.004 -0.014 -0.003
H 4.0711 -4.9135 0.7023 -0.006 -0.001 -0.017
N 4.2848 2.7467 -2.6014 -0.004 0.008 -0.010
C 3.4417 2.0643 -2.2134 -0.017 0.009 0.025
N 2.5338 1.2065 -1.7592 0.012 -0.034 -0.071
C 1.3585 1.4192 -1.4425 -0.003 0.032 0.037
N 0.2255 1.4827 -1.0899 -0.027 -0.027 0.066
```
Positions in Å, forces in eV/Å.

2.
Below is C36H39F5N4O3S2SiTl as an isolated structure, with properties calculated with ωB97M-V/def2-TZVPD.

- E_HOMO (eV) = -5.0
- relative energy (zero: lowest compared OMol25 entry of this formula, charge and spin) (kJ/mol) = 125.2
- gap between HOMO and LUMO (eV) = 6.5589
- electronic energy (eV) = -97897.854
- spin multiplicity = 1
- net charge = -1

```
91
Properties=species:S:1:pos:R:3:forces:R:3
Tl -1.7613 1.9609 -0.9601 0.139 -0.244 -0.466
N -1.9006 -0.7777 3.8795 0.078 -0.468 -0.562
C -1.3551 -0.5442 2.6456 -0.009 0.991 0.990
S -2.3057 -0.6108 1.3171 -0.347 -0.090 -0.566
N -0.0184 -0.1394 2.6721 1.211 -1.434 -0.084
N 0.3154 1.0492 1.9768 -0.534 0.303 0.827
C -0.3107 2.0228 2.4994 -0.883 1.017 -1.052
C -0.2565 3.4071 1.9240 -0.769 0.440 0.406
C -1.2095 4.3463 2.4491 0.934 -0.780 -0.265
C -1.1541 5.6751 2.0446 0.871 -0.999 0.116
C -0.1807 5.9839 1.0679 0.142 0.118 -0.588
C 0.6491 4.9995 0.5250 -0.605 -1.720 1.491
N 0.6288 3.6968 0.9747 -0.060 1.548 -0.161
H -2.7245 -1.3627 3.8059 -0.021 0.359 0.597
H -1.4252 -0.6181 4.7654 0.015 -0.267 -0.630
H -1.0887 1.8782 3.2785 0.607 0.032 -0.208
H -1.9212 3.9725 3.1992 0.324 0.405 -0.350
H -1.7656 6.3653 2.6211 0.065 0.309 -0.732
H -0.0147 6.9648 0.6242 -0.413 0.060 0.491
H 1.4134 5.2080 -0.2231 -0.358 0.094 0.103
O 0.6158 -1.5509 -2.0363 -0.643 0.055 1.036
C 0.3737 -1.4188 -3.4064 -0.587 0.079 -1.603
C -0.6900 -0.2021 -3.6126 1.101 -0.293 -0.484
O -0.5167 0.4864 -4.6397 -0.879 -0.567 1.481
O -1.5361 -0.1565 -2.6534 0.647 0.497 -0.700
C -0.2639 -2.7087 -3.9352 0.810 -0.669 0.108
C 0.2262 -3.9642 -3.4534 -0.523 1.782 0.220
C -0.4741 -5.0954 -3.7119 -1.005 -0.624 -1.168
C -1.6187 -5.0685 -4.5620 0.454 -0.310 1.182
C -2.0204 -3.8724 -5.1069 0.515 -0.055 -0.316
C -1.2852 -2.7241 -4.8700 0.110 1.462 -0.310
C 1.7142 -1.1707 -4.0699 0.945 2.083 0.283
C 2.3737 -2.0241 -4.9376 0.788 0.118 -0.154
C 3.7266 -1.7972 -5.3308 -0.611 0.565 0.498
C 4.4117 -0.6346 -4.9487 -2.829 -1.087 1.263
C 3.7378 0.2308 -4.0472 -0.707 -0.023 -0.177
C 2.4013 0.0425 -3.6695 0.717 -2.388 -1.130
H -0.2620 -1.2832 -1.6668 0.477 -0.049 0.007
H 1.0996 -4.0392 -2.8129 -0.136 0.396 0.021
H -0.1041 -5.9969 -3.2546 -0.201 -0.483 -0.133
H -2.2002 -5.9692 -4.6895 -0.040 -0.110 -0.133
H -2.8672 -3.7305 -5.7494 -0.376 -0.526 -0.267
H -1.5285 -1.8088 -5.4769 0.126 -0.757 1.160
H 1.8645 -2.8834 -5.3696 0.110 -0.016 0.395
H 4.2300 -2.6133 -5.8399 -0.017 0.335 -0.427
H 5.3769 -0.4488 -5.2944 1.539 0.267 -0.238
H 4.2523 1.0548 -3.5733 0.173 0.310 -0.375
H 1.8665 0.7464 -3.0690 -0.007 0.286 0.449
C 2.3718 -0.8118 1.1044 -0.227 0.597 -0.990
Si 1.4346 -1.3000 2.5915 -0.201 0.113 1.437
C 2.4817 -0.8084 4.1223 -0.204 1.680 0.108
C 3.7010 -1.6948 4.3453 0.383 -0.453 -0.497
C 2.9649 0.7063 4.0247 -0.598 -0.421 0.084
C 1.5848 -0.8719 5.3711 -0.103 -0.058 0.278
C 0.8589 -3.1286 2.6559 0.788 -0.855 -0.359
C 2.0671 -4.1733 2.6738 -1.432 -0.332 0.709
C -0.1721 -3.6073 3.7172 -0.680 1.275 -0.489
C 0.2277 -3.3154 1.2571 -0.277 0.150 0.051
H 3.4059 -1.1476 1.0791 0.112 -0.082 0.192
H 2.3465 0.3065 1.1286 0.157 -0.903 -0.282
H 1.8948 -1.1601 0.1684 0.167 0.381 0.306
H 4.2619 -1.8499 3.4042 -0.242 0.013 0.254
H 3.3412 -2.6938 4.6654 0.611 0.513 0.154
H 4.4575 -1.2436 5.0385 -0.852 -0.443 -0.136
H 3.6887 0.8481 3.1889 -0.593 0.072 0.575
H 3.4493 0.9946 4.9923 -0.165 -0.291 -0.688
H 2.0694 1.3788 3.9186 0.991 -0.527 -0.178
H 1.1202 -1.8934 5.4646 0.441 0.989 0.255
H 0.7724 -0.0898 5.3611 0.776 -0.757 -0.053
H 2.2771 -0.6456 6.2170 -0.811 -0.343 -0.098
H 2.4397 -4.3830 3.7071 -0.041 0.362 -0.903
H 2.8513 -3.9521 1.9670 0.472 0.410 0.021
H 1.6447 -5.1370 2.2991 0.129 0.506 0.348
H 0.2752 -3.7702 4.7199 -0.318 -0.309 -0.684
H -0.6881 -4.4719 3.2506 0.458 -0.022 0.833
H -0.9887 -2.8400 3.8357 0.920 -0.879 0.001
H 0.9727 -3.1568 0.4611 -0.409 -0.103 0.160
H -0.6178 -2.6205 1.1108 0.353 -0.339 -0.193
H -0.1615 -4.3439 1.1981 0.087 0.216 -0.202
F -5.9474 8.0535 -2.8794 -0.085 0.692 -0.241
C -5.6034 6.8468 -2.4566 0.364 -0.997 0.055
C -6.5578 6.0059 -1.9118 -0.041 -1.497 -0.110
F -7.8651 6.3577 -1.8871 0.647 0.043 0.145
C -6.1759 4.6990 -1.5370 -0.405 0.106 1.075
F -7.0785 3.8555 -0.9686 -0.219 0.973 -0.574
C -4.8672 4.2140 -1.5324 0.632 0.924 -1.546
S -4.5257 2.5909 -1.0297 0.023 -0.002 0.224
C -3.9358 5.0935 -2.1645 -0.007 -0.039 0.641
F -2.6281 4.6673 -2.2005 -1.021 0.820 -0.305
C -4.2924 6.3810 -2.6181 0.566 -0.472 0.466
F -3.3736 7.2346 -3.1524 -0.483 -0.662 0.314
```
Positions in Å, forces in eV/Å.